Record 1
Computed, not measured: a molecular structure, C33H42ClN4O6SSiZn, with ωB97M-V with the def2-TZVPD basis set.

Element x y z (Å)
1 Zn 0.40914 0.49845 -2.03721
2 Cl 4.35242 6.11462 -0.50938
3 C 3.46001 4.93395 -1.32018
4 C 2.40846 5.31033 -2.18690
5 C 1.66694 4.36384 -2.87179
6 C 1.93638 2.95229 -2.74659
7 O 1.23509 2.07961 -3.34792
8 C 3.04184 2.59360 -1.80952
9 C 3.34814 1.20927 -1.61370
10 N 2.49633 0.24568 -1.88191
11 C 2.88074 -1.07123 -1.82475
12 C 4.05646 -1.59296 -1.27714
13 C 4.26013 -2.99295 -1.21551
14 C 3.29727 -3.87895 -1.69114
15 C 2.09509 -3.39932 -2.29686
16 C 1.06204 -4.21559 -2.81335
17 C -0.01919 -3.62769 -3.46597
18 C -0.08175 -2.23769 -3.54310
19 N 0.86476 -1.41976 -3.06620
20 C 1.90286 -1.96968 -2.37889
21 C 3.77900 3.59456 -1.14696
22 H 2.22395 6.37323 -2.31180
23 H 0.87687 4.64374 -3.55807
24 H 4.29857 0.99218 -1.10611
25 H 4.80488 -0.90261 -0.88703
26 H 5.16397 -3.40639 -0.77520
27 H 3.46697 -4.93648 -1.60499
28 H 1.15187 -5.29316 -2.70825
29 H -0.80161 -4.20493 -3.92313
30 H -0.93342 -1.78980 -4.02259
31 H 4.62344 3.31164 -0.52204
32 C 2.55795 1.40728 1.53177
33 C 1.72549 0.27053 2.08952
34 C 0.96032 0.73182 3.31901
35 C 2.53482 -0.98842 2.29323
36 O 0.74100 -0.00801 1.02934
37 Si -0.58383 -0.98072 1.09592
38 S -1.26487 -1.06843 -0.90400
39 O -0.08755 -2.41414 1.68466
40 C -0.80547 -3.50950 2.36273
41 C -2.12137 -3.75051 1.64231
42 C 0.14795 -4.69002 2.20515
43 C -1.00569 -3.06976 3.80790
44 O -1.76232 -0.48228 2.11296
45 C -2.94701 0.38232 2.06306
46 C -4.03823 -0.38089 1.33619
47 C -2.55911 1.64763 1.34541
48 C -3.30368 0.64597 3.50638
49 H 3.11186 1.89052 2.35379
50 H 1.91536 2.15056 1.04261
51 H 3.30690 1.04498 0.81974
52 H 1.62975 0.94381 4.15281
53 H 0.23091 -0.01968 3.63983
54 H 0.40693 1.66133 3.08440
55 H 3.32505 -0.80983 3.03152
56 H 3.00946 -1.28968 1.35555
57 H 1.90545 -1.79411 2.65129
58 H -1.94932 -3.86018 0.56984
59 H -2.79521 -2.90234 1.80161
60 H -2.60021 -4.66503 2.02439
61 H 0.25978 -4.93763 1.14097
62 H -0.23005 -5.57629 2.73642
63 H 1.12181 -4.44307 2.61798
64 H -1.60250 -2.14668 3.83873
65 H -0.03946 -2.89873 4.27785
66 H -1.53592 -3.84740 4.37586
67 H -3.68597 -0.65185 0.32767
68 H -4.91412 0.27131 1.27567
69 H -4.32478 -1.28630 1.87684
70 H -2.36030 1.37493 0.30755
71 H -1.67351 2.09970 1.79662
72 H -3.37359 2.37000 1.35236
73 H -3.45745 -0.30554 4.04232
74 H -4.22348 1.25271 3.57764
75 H -2.49167 1.18503 3.98853
76 C -4.78424 2.65021 -2.83858
77 N -3.36975 2.76729 -2.47465
78 C -2.94262 3.75478 -1.62041
79 C -1.69568 3.73950 -1.08546
80 C -0.86227 2.58344 -1.38955
81 O 0.17774 2.27316 -0.76490
82 N -1.27877 1.74590 -2.38355
83 C -2.49172 1.77620 -3.02814
84 O -2.83729 1.08188 -3.97146
85 H -5.32362 3.54848 -2.51286
86 H -5.19933 1.76569 -2.33149
87 H -4.84351 2.50204 -3.92196
88 H -3.69653 4.50785 -1.40759
89 H -1.33414 4.47240 -0.38712

Output
Frontier orbital gap: 6.288 eV
Net charge: -1
LUMO: 1.88 eV

---

Record 2
Computed, not measured: a molecular structure, C33H36As2NO7SW, with ωB97M-V with the def2-TZVPD basis set.

Element x y z (Å)
1 W 0.58649 -0.94596 0.05118
2 O 0.05503 3.00501 0.17832
3 C -1.26211 2.48240 -0.05689
4 C -0.92664 0.99369 -0.15738
5 O -0.34265 0.52153 -1.18030
6 O -1.03099 0.16845 0.81451
7 C -2.20349 2.80019 1.09418
8 C -2.11577 4.04421 1.71028
9 C -2.99082 4.39815 2.72496
10 C -3.97685 3.51205 3.13320
11 C -4.08394 2.27723 2.51372
12 C -3.20394 1.92314 1.50029
13 C -1.80942 2.95616 -1.40449
14 C -0.92969 3.30814 -2.42350
15 C -1.41348 3.71678 -3.65674
16 C -2.78015 3.76199 -3.88837
17 C -3.66065 3.40337 -2.87900
18 C -3.17976 3.00695 -1.64008
19 H -0.00699 3.96148 0.05700
20 H -1.36519 4.76495 1.40864
21 H -2.90378 5.36910 3.19377
22 H -4.66059 3.78618 3.92522
23 H -4.85462 1.58144 2.81846
24 H -3.31133 0.95347 1.03262
25 H 0.13683 3.25567 -2.25408
26 H -0.72060 3.99664 -4.43920
27 H -3.15810 4.08088 -4.85050
28 H -4.72816 3.44466 -3.04998
29 H -3.87846 2.75435 -0.85380
30 C -6.16487 -2.10041 -3.12836
31 C -4.77068 -2.36725 -2.63873
32 C -3.89806 -3.17494 -3.36277
33 C -2.61733 -3.43530 -2.90563
34 C -2.20892 -2.87243 -1.70460
35 C -3.05922 -2.06871 -0.95443
36 C -4.33368 -1.82230 -1.43124
37 S -0.55596 -3.15674 -1.20297
38 O -0.16187 -4.48628 -1.53106
39 O 0.29154 -2.06461 -1.79581
40 N -0.44461 -2.73714 0.35818
41 C 0.22097 -3.71456 1.20787
42 C 1.72269 -3.43117 1.16298
43 O 2.55665 -4.10856 1.68148
44 O 2.00149 -2.28249 0.50734
45 H -6.31792 -2.49776 -4.12967
46 H -6.37250 -1.03008 -3.14853
47 H -6.89756 -2.56310 -2.46516
48 H -4.22623 -3.61152 -4.29729
49 H -1.94789 -4.07208 -3.46836
50 H -2.73230 -1.66456 -0.00619
51 H -5.00919 -1.20558 -0.85038
52 H 0.04946 -4.74473 0.89865
53 H -0.12214 -3.60265 2.23659
54 C 1.68782 -1.44823 3.78485
55 As 1.49527 -0.14879 2.36031
56 C 0.61088 1.34011 3.22577
57 C 3.30637 0.48392 2.08944
58 C 4.07714 0.84724 3.19225
59 C 5.37627 1.29816 3.02914
60 C 5.92143 1.38989 1.75534
61 C 5.16083 1.03370 0.65382
62 C 3.85352 0.58115 0.81291
63 As 2.79922 0.11237 -0.74556
64 C 2.74425 1.74268 -1.77878
65 C 3.91781 -1.08404 -1.76345
66 H 2.11595 -0.96028 4.65908
67 H 2.34334 -2.25433 3.46238
68 H 0.70606 -1.84175 4.04313
69 H 1.17460 1.62542 4.11303
70 H -0.39885 1.04526 3.50680
71 H 0.55810 2.17724 2.53230
72 H 3.67155 0.78069 4.19522
73 H 5.96290 1.57431 3.89499
74 H 6.93744 1.73541 1.61960
75 H 5.60097 1.10945 -0.33390
76 H 3.75964 2.05197 -2.02090
77 H 2.24435 2.51045 -1.19267
78 H 2.18133 1.55757 -2.69230
79 H 4.89090 -0.62610 -1.93181
80 H 3.42769 -1.27464 -2.71691
81 H 4.02745 -2.01496 -1.21349

Output
Frontier orbital gap (spin up / spin down): 7.367 / 7.363 eV
Net charge: +1
LUMO (spin up / spin down): -3.65 / -3.63 eV

---

Record 3
Computed, not measured: a single CH4FNP2 molecule, with ωB97M-V with the def2-TZVPD basis set.

Element x y z (Å)
1 H -0.37431 2.18186 1.54522
2 N -0.94972 1.98405 0.68301
3 C -0.58560 1.05613 -0.05208
4 F -1.45621 0.61945 -0.98654
5 P 0.98394 0.11834 -0.22091
6 P 0.08473 -1.84488 -0.19526
7 H 1.16216 0.05888 1.17584
8 H -0.30817 -1.57753 -1.67213
9 H 1.44317 -2.59629 -0.27715

Output
Frontier orbital gap: 9.826 eV
Net charge: 0
SMILES: [H]/N=C(/F)[PH]#[PH2]
LUMO: 0.59 eV

---

Record 4
Computed, not measured: a single C4H6O molecule, with ωB97M-V with the def2-TZVPD basis set.

Element x y z (Å)
1 C -1.31001 0.64686 -1.86283
2 C -0.82213 0.13301 -0.88902
3 C -0.37065 -0.63520 0.27814
4 C 1.01446 -0.26579 0.80897
5 O 1.10498 1.10486 1.11131
6 H -1.78587 1.01368 -2.74362
7 H -0.39266 -1.69149 -0.01008
8 H -1.09915 -0.48767 1.08256
9 H 1.79856 -0.58540 0.10478
10 H 1.17309 -0.81067 1.74639
11 H 0.68939 1.57781 0.37339

Output
Frontier orbital gap: 11.119 eV
Net charge: 0
SMILES: C#CCCO
LUMO: 0.95 eV

---

Record 5
Computed, not measured: 11 unconnected molecules or ions with the total composition CH24N2O11, with ωB97M-V with the def2-TZVPD basis set.

Element x y z (Å)
1 N 1.55804 1.04088 -3.01197
2 C 0.84402 0.23874 -2.17728
3 N -0.04698 0.87389 -1.34552
4 O 0.94937 -0.98051 -2.21021
5 H 1.33035 2.01081 -3.12442
6 H 2.06998 0.61696 -3.76751
7 H 0.22617 1.78143 -0.97905
8 H -0.44751 0.29063 -0.62048
9 O 2.49114 2.09245 1.70073
10 H 3.10361 2.25863 0.98175
11 H 2.42670 1.12145 1.86017
12 O -3.28410 1.84688 -0.67792
13 H -2.49886 2.22026 -1.11241
14 H -3.51976 1.03405 -1.19554
15 O -0.00179 -2.66042 -0.25256
16 H 0.85306 -3.04228 0.06358
17 H 0.31428 -2.10821 -1.01307
18 O -0.05458 2.77610 1.21255
19 H 0.84618 2.48418 1.50695
20 H -0.23173 3.58684 1.71108
21 O 2.51908 -0.62070 1.92745
22 H 2.79893 -0.83558 2.82764
23 H 1.53313 -0.84054 2.03131
24 O 2.56899 -3.02201 0.56984
25 H 2.56627 -2.11908 0.96216
26 H 3.14378 -2.98208 -0.20687
27 O -1.91432 0.78712 1.41816
28 H -2.55810 1.15504 0.75586
29 H -1.28226 1.53680 1.51667
30 O -0.01717 -1.18286 2.05752
31 H -0.73599 -0.50772 1.99863
32 H -0.08144 -1.83843 1.31546
33 O -2.59228 -1.77247 0.22982
34 H -2.49206 -1.01445 0.83318
35 H -1.74675 -2.25553 0.13753
36 O -3.21445 -0.49122 -2.13840
37 H -2.29245 -0.39429 -2.43929
38 H -3.13050 -1.08475 -1.34555

Output
Frontier orbital gap: 10.968 eV
Net charge: 0
SMILES: NC(N)=O.O.O.O.O.O.O.O.O.O.O
LUMO: 0.06 eV

---

Which of these has the highest net charge? C33H36As2NO7SW